Record 1
2 unconnected molecules or ions with the total composition H3N4O2 in a non-equilibrium geometry, computed with ωB97M-V/def2-TZVPD.

The largest force on an atom comes out at 3.8 eV/Å. As for the charge: -1. The value obtained for the relative energy (zero: lowest compared OMol25 entry of this formula, charge and spin) is 170.2 kJ/mol. The HOMO-LUMO gap comes out at 0.29320 Ha.

Atoms and positions in Å:
N1 -0.30 -0.80 -0.47
N2 -0.15 2.04 0.19
N3 -0.85 1.43 0.92
N4 0.65 -0.06 -0.70
O1 1.81 -0.47 -0.99
O2 0.06 -2.17 -0.64
H1 -1.75 1.19 0.61
H2 -0.41 0.78 1.81
H3 0.95 -1.94 -0.73

=====

Record 2
2 unconnected molecules or ions with the total composition C12H21BN3O5 in a non-equilibrium geometry, computed with ωB97M-V/def2-TZVPD.

The largest force on an atom comes out at 3.6 eV/Å. As for the charge: +1. The value obtained for the relative energy (zero: lowest compared OMol25 entry of this formula, charge and spin) is 0.0 kJ/mol. The HOMO-LUMO gap comes out at 0.33362 Ha.

Atoms and positions in Å:
O1 3.63 -0.61 0.74
B1 3.80 0.39 -0.22
O2 4.89 0.26 -1.12
O3 3.01 1.54 -0.35
C1 1.61 1.28 -0.27
C2 1.09 1.02 -1.73
N1 -0.17 1.73 -2.14
C3 -0.94 2.42 -1.07
C4 -2.51 2.20 -1.28
C5 -2.97 0.90 -0.55
C6 -2.64 -0.38 -1.16
C7 -3.02 -1.63 -0.48
C8 -3.73 -1.53 0.79
C9 -4.03 -0.24 1.38
C10 -3.67 1.03 0.73
C11 -0.49 2.12 0.40
N2 0.99 2.41 0.45
H1 4.43 -1.14 0.87
H2 4.86 -0.60 -1.58
H3 1.37 0.35 0.34
H4 1.89 1.31 -2.46
H5 0.93 -0.08 -1.92
H6 -0.79 1.07 -2.64
H7 0.08 2.44 -2.85
H8 -0.80 3.53 -1.22
H9 -2.82 2.26 -2.36
H10 -2.99 3.08 -0.77
H11 -2.09 -0.49 -2.12
H12 -2.77 -2.62 -0.92
H13 -3.99 -2.48 1.30
H14 -4.54 -0.18 2.37
H15 -3.92 2.00 1.21
H16 -1.05 2.78 1.11
H17 -0.63 1.06 0.73
H18 1.20 2.34 1.45
C12 2.75 -3.39 2.25
N3 1.96 -4.64 2.12
O4 1.51 -4.91 1.01
O5 1.81 -5.31 3.12
H19 2.79 -2.90 1.28
H20 2.24 -2.76 2.98
H21 3.74 -3.66 2.59

=====

Record 3
9 unconnected molecules or ions with the total composition C31H59NO40S9 in a non-equilibrium geometry, computed with ωB97M-V/def2-TZVPD.

The largest force on an atom comes out at 7.2 eV/Å. As for the charge: 0. The HOMO-LUMO gap comes out at 0.31538 Ha. The SMILES is CCC[C@]1(N=C(C)C)OS(=O)(=O)O[C@@]1(COCOCCO)C[C@H]1CO1.O=S1(=O)OCCO1.O=S1(=O)OCCO1.O=S1(=O)OCCO1.O=S1(=O)OCCO1.O=S1(=O)OCCO1.O=S1(=O)OCCO1.O=S1(=O)OCCO1.O=S1(=O)OCCO1.

Atoms and positions in Å:
C1 0.35 0.57 2.94
C2 -0.46 -0.85 2.59
C3 -1.77 -0.48 1.66
C4 -2.14 -1.60 0.52
N1 -3.55 -2.00 0.89
C5 -3.61 -3.14 1.65
C6 -4.57 -4.42 1.18
C7 -2.82 -3.36 3.10
O1 -1.27 -2.78 0.34
S1 -1.63 -3.41 -1.22
O2 -0.35 -3.94 -1.98
O3 -2.60 -4.60 -1.36
O4 -2.00 -1.90 -1.92
C8 -1.89 -0.79 -0.91
C9 -0.40 -0.08 -1.13
O5 0.69 -1.04 -1.38
C10 1.98 -0.52 -0.86
O6 3.11 -1.45 -1.00
C11 2.91 -2.70 -0.24
C12 3.10 -2.57 1.38
O7 3.60 -1.26 1.84
C13 -2.88 0.47 -1.27
C14 -4.49 -0.20 -1.65
C15 -5.72 0.25 -0.51
O8 -5.59 0.85 -2.03
H1 -0.42 1.47 2.85
H2 1.26 0.69 2.19
H3 0.73 0.43 4.06
H4 0.25 -1.66 2.13
H5 -0.87 -1.24 3.65
H6 -2.70 -0.45 2.41
H7 -1.68 0.63 1.24
H8 -4.04 -5.43 1.52
H9 -4.81 -4.41 0.04
H10 -5.53 -4.33 1.87
H11 -2.95 -2.46 3.84
H12 -1.65 -3.48 2.93
H13 -3.18 -4.33 3.68
H14 -0.12 0.68 -0.28
H15 -0.50 0.57 -2.13
H16 1.78 -0.24 0.27
H17 2.29 0.50 -1.38
H18 3.69 -3.53 -0.61
H19 1.84 -3.19 -0.44
H20 3.89 -3.37 1.78
H21 2.06 -2.87 1.87
H22 2.94 -0.98 2.57
H23 -3.05 1.22 -0.39
H24 -2.63 1.00 -2.30
H25 -4.54 -1.35 -2.14
H26 -5.16 0.88 0.30
H27 -6.64 -0.46 -0.36
C16 3.00 4.58 1.92
C17 4.08 4.76 2.98
O9 3.41 4.62 4.23
S2 2.18 3.56 4.05
O10 2.64 2.26 4.51
O11 0.97 4.18 4.53
O12 2.15 3.55 2.42
H28 2.40 5.49 1.80
H29 3.41 4.29 0.95
H30 4.57 5.74 2.91
H31 4.84 3.97 2.91
C18 -3.70 2.54 -6.15
C19 -3.03 1.22 -6.53
O13 -1.63 1.48 -6.51
S3 -1.33 2.61 -5.37
O14 -0.90 1.93 -4.17
O15 -0.57 3.68 -5.98
O16 -2.86 3.11 -5.15
H32 -3.72 3.22 -7.01
H33 -4.71 2.40 -5.77
H34 -3.34 0.86 -7.52
H35 -3.24 0.44 -5.78
C20 2.34 -1.11 -5.87
C21 2.46 -0.91 -7.38
O17 1.24 -1.40 -7.93
S4 0.04 -1.13 -6.85
O18 -0.64 0.09 -7.23
O19 -0.65 -2.38 -6.62
O20 0.98 -0.81 -5.56
H36 2.53 -2.15 -5.60
H37 3.01 -0.46 -5.31
H38 3.31 -1.45 -7.80
H39 2.54 0.15 -7.63
C22 4.30 -5.57 -6.15
C23 3.61 -6.31 -7.29
O21 3.52 -5.36 -8.35
S5 4.81 -4.36 -8.28
O22 5.81 -4.84 -9.20
O23 4.32 -3.00 -8.27
O24 5.29 -4.75 -6.77
H40 3.59 -4.91 -5.62
H41 4.76 -6.25 -5.43
H42 2.62 -6.67 -7.01
H43 4.22 -7.15 -7.63
C24 -7.21 4.42 -3.00
C25 -6.28 5.47 -3.59
O25 -6.35 5.29 -5.01
S6 -7.85 4.77 -5.40
O26 -8.63 5.91 -5.82
O27 -7.72 3.56 -6.18
O28 -8.33 4.36 -3.89
H44 -6.74 3.44 -2.99
H45 -7.54 4.68 -1.99
H46 -5.25 5.36 -3.24
H47 -6.63 6.49 -3.37
C26 3.68 1.52 7.58
C27 4.03 0.03 7.65
O29 5.27 -0.02 8.35
S7 5.32 1.20 9.43
O30 4.93 0.68 10.72
O31 6.54 1.94 9.22
O32 4.08 2.07 8.83
H48 4.25 2.02 6.79
H49 2.61 1.68 7.41
H50 4.12 -0.42 6.66
H51 3.28 -0.52 8.24
C28 5.75 -4.90 5.67
C29 5.88 -4.70 4.16
O33 4.65 -5.18 3.62
S8 3.45 -4.92 4.69
O34 2.77 -3.70 4.31
O35 2.76 -6.17 4.92
O36 4.39 -4.60 5.98
H52 5.94 -5.94 5.95
H53 6.42 -4.24 6.23
H54 6.73 -5.24 3.74
H55 5.96 -3.63 3.91
C30 -2.05 5.96 6.02
C31 -1.92 6.16 4.52
O37 -3.15 5.67 3.97
S9 -4.35 5.94 5.04
O38 -5.03 7.16 4.66
O39 -5.04 4.69 5.28
O40 -3.41 6.26 6.34
H56 -1.86 4.92 6.30
H57 -1.38 6.61 6.58
H58 -1.07 5.62 4.09
H59 -1.84 7.22 4.27

=====

Record 4
A single C3H4N2O molecule in a non-equilibrium geometry, computed with ωB97M-V/def2-TZVPD.

The largest force on an atom comes out at 8.3 eV/Å. As for the charge: 0. The value obtained for the relative energy (zero: lowest compared OMol25 entry of this formula, charge and spin) is 590.9 kJ/mol. The HOMO-LUMO gap comes out at 0.29369 Ha.

Atoms and positions in Å:
N1 0.39 -0.82 -0.83
C1 0.78 -0.08 0.30
N2 0.93 1.31 0.21
C2 -0.97 -0.36 0.12
C3 -2.18 -0.45 0.07
O1 1.65 -0.70 1.00
H1 0.39 -1.80 -0.57
H2 0.34 1.78 -0.47
H3 1.89 1.60 0.23
H4 -3.23 -0.48 -0.07